*1*
The following is a DFT calculation (wB97M-V/def2-TZVPD) of a cluster of 2 separate species, C3H11N3 in total.

Structure (XYZ):
```
17
Properties=species:S:1:pos:R:3:lowdin_charge:R:1
C 2.405 -0.402 0.238 -0.17
C -1.143 -1.461 -0.786 -0.15
C 1.230 0.590 0.325 -0.09
N -1.688 1.691 0.687 0.00
N -2.021 0.530 0.005 -0.19
N -1.133 -0.410 0.212 -0.11
H 3.199 0.164 0.508 0.01
H 2.345 -1.234 0.956 0.07
H 2.410 -0.769 -0.803 0.07
H -0.190 -1.967 -0.709 0.05
H -1.916 -2.251 -0.631 0.08
H -1.122 -1.000 -1.825 0.09
H 0.984 1.095 1.209 0.00
H 1.373 1.387 -0.522 0.08
H -0.842 2.039 0.329 0.01
H -1.335 1.404 1.659 0.11
H -2.557 0.592 -0.852 0.13
```

HOMO level (alpha / beta) = -7.6 / -7.2 eV
Net charge = 0
LUMO energy (alpha / beta) = 0.0396 / 0.0382 Eh

=====

*2*
The following is a DFT calculation (wB97M-V/def2-TZVPD) of a cluster of 2 separate species, C3H11N3 in total.

Structure (XYZ):
```
17
Properties=species:S:1:pos:R:3:lowdin_charge:R:1
C -0.006 -0.416 -1.111 -0.27
C -0.558 1.994 0.207 -0.05
C -0.971 -1.472 -0.598 -0.11
N 1.499 0.248 0.661 -0.09
N 1.290 -0.290 -0.535 -0.12
N 0.845 -0.379 1.702 0.00
H 1.913 0.186 -1.177 0.12
H 0.599 -1.349 1.534 0.07
H 1.401 -0.272 2.540 0.08
H 0.114 -0.491 -2.193 0.11
H -0.442 0.750 -0.718 0.07
H -0.866 1.566 1.157 -0.01
H 0.276 2.677 0.320 -0.01
H -1.387 2.443 -0.339 -0.01
H -1.888 -1.410 -1.185 0.07
H -1.241 -1.299 0.443 0.06
H -0.578 -2.485 -0.708 0.07
```

HOMO level (alpha / beta) = -7.0 / -7.2 eV
Net charge = 0
LUMO energy (alpha / beta) = 0.0107 / 0.0319 Eh

=====

*3*
The following is a DFT calculation (wB97M-V/def2-TZVPD) of a cluster of 2 separate species, C3H11N3 in total.

Structure (XYZ):
```
17
Properties=species:S:1:pos:R:3:lowdin_charge:R:1
C 1.609 0.241 0.985 -0.06
C 2.431 0.063 -0.185 -0.30
N 3.432 0.880 -0.630 0.05
H 1.059 1.215 0.999 0.03
H 1.405 -0.511 1.717 0.01
H 2.198 -0.764 -0.848 0.09
H 3.457 1.850 -0.346 0.09
H 3.417 0.770 -1.650 0.09
N -1.276 -0.543 -0.728 -0.04
C -2.189 0.134 0.295 -0.33
N -3.063 -0.967 0.827 -0.05
H -1.782 -0.940 -1.539 0.06
H -0.602 0.156 -1.055 0.04
H -1.715 0.632 1.140 0.09
H -2.696 0.984 -0.245 0.10
H -3.267 -1.567 -0.044 0.07
H -2.419 -1.633 1.307 0.06
```

HOMO level = -7.4 eV
Net charge = 0
SMILES = C=CN.NCN
LUMO energy = 0.0337 Eh

=====

Quick one: most stable of them? *3*